# 1
Computed, not measured: one molecule with the formula C17H19BrN4O, with the ωB97M-V functional and the def2-TZVPD basis.

As for the energy: -95988.503 eV. Its gap between HOMO and LUMO is 8.72 eV. For the lowest unoccupied orbital energy, the calculation gives 0.59 eV. The structure (SMILES) is O=C(CN1CCN(c2ccccn2)CC1)Nc1cccc(Br)c1. For the energy above the lowest of the compared OMol25 structures with the same formula, charge and spin, the calculation gives 0.3112 eV. The total charge is 0.

Atoms and positions in Å:
O -1.87168 -2.44249 -2.41815
C -1.00067 -2.03178 -1.68826
C -0.03132 -0.92400 -2.10300
N 0.49415 -0.21731 -0.94973
C -0.48747 0.70759 -0.39345
C 0.05343 1.30563 0.90572
N 1.31047 1.98121 0.66237
C 1.29099 3.32543 0.38935
C 2.43045 4.04306 -0.01494
C 2.32822 5.40533 -0.19280
C 1.11273 6.04131 0.03129
C 0.05098 5.25390 0.43364
N 0.12756 3.94699 0.60351
C 2.27393 1.07436 0.08768
C 1.73870 0.48310 -1.22202
N -0.72057 -2.49215 -0.43953
C -1.35781 -3.47950 0.30364
C -0.91901 -3.70740 1.60850
C -1.51601 -4.68004 2.38648
C -2.55747 -5.44234 1.88486
C -2.98361 -5.20621 0.58924
Br -4.41403 -6.24533 -0.11775
C -2.40433 -4.24018 -0.21166
H 0.79534 -1.41126 -2.63020
H -0.54351 -0.26689 -2.82211
H -1.41400 0.16372 -0.19878
H -0.70746 1.52642 -1.09809
H -0.65221 2.02927 1.30967
H 0.23171 0.50923 1.63510
H 3.37739 3.55476 -0.17865
H 3.19343 5.97322 -0.50461
H 1.00131 7.10499 -0.10174
H -0.92495 5.68084 0.62857
H 3.22598 1.56959 -0.08923
H 2.43643 0.26169 0.80414
H 2.46163 -0.22939 -1.62685
H 1.59843 1.29696 -1.95423
H 0.02938 -1.98377 0.02143
H -0.10692 -3.11677 2.00719
H -1.17002 -4.84897 3.39476
H -3.02883 -6.20317 2.48629
H -2.75077 -4.06963 -1.21765

List of Mulliken charges in e, atom by atom:
1. O -0.6685
2. C 0.6155
3. C -0.9034
4. N 0.0292
5. C -0.5351
6. C -1.0583
7. N 0.0807
8. C 1.0252
9. C -0.5426
10. C -0.5576
11. C -0.4735
12. C -0.4382
13. N -0.3340
14. C -1.1045
15. C -0.6249
16. N -0.0577
17. C 0.6454
18. C -0.5499
19. C -0.5968
20. C -0.4627
21. C -0.0865
22. Br -0.1954
23. C -0.3883
24. H 0.4057
25. H 0.3720
26. H 0.4538
27. H 0.3684
28. H 0.4701
29. H 0.3318
30. H 0.2261
31. H 0.3959
32. H 0.3799
33. H 0.3840
34. H 0.4092
35. H 0.3396
36. H 0.5185
37. H 0.2762
38. H 0.0690
39. H 0.3684
40. H 0.3685
41. H 0.3981
42. H 0.6465

***

# 2
Computed, not measured: one molecule with the formula C17H19Cl2N3O3S, with the ωB97M-V functional and the def2-TZVPD basis.

As for the energy: -64410.894 eV. Its gap between HOMO and LUMO is 7.57 eV. For the lowest unoccupied orbital energy, the calculation gives -0.84 eV. The structure (SMILES) is CN(C)CCNC(=O)c1cccc(NS(=O)(=O)c2ccc(Cl)c(Cl)c2)c1. For the energy above the lowest of the compared OMol25 structures with the same formula, charge and spin, the calculation gives 19.7269 eV. The total charge is 0.

Atoms and positions in Å:
C -0.75343 -0.62441 -3.05281
N 0.35561 -0.17505 -3.95932
C -0.14884 0.85035 -4.85786
C 1.71626 0.19748 -2.94835
C 1.56750 1.18875 -2.18640
N 0.71739 1.04953 -0.99264
C -0.29627 1.96948 -0.80452
O -0.79744 2.90241 -1.33526
C -1.19159 1.40432 0.51855
C -1.51024 2.61077 1.22918
C -2.35105 2.26102 2.49204
C -2.56855 0.71330 2.64887
C -2.16475 -0.12219 1.87008
N -2.24457 -1.60548 2.14542
S -1.22452 -2.58315 1.88123
O -1.53366 -3.74547 2.60123
O -1.19909 -2.72884 0.41453
C 0.25972 -2.15408 2.08160
C 0.68112 -1.44481 3.43815
C 1.89415 -0.82607 3.87632
C 2.62678 -0.69494 2.76263
Cl 4.21419 0.15514 3.16599
C 2.72704 -1.04085 1.41948
Cl 3.84224 -0.78644 0.22119
C 1.31411 -1.67662 1.07613
C -1.17100 0.13221 0.63286
H -0.34257 -1.49575 -2.25463
H -1.30918 -1.15322 -3.69625
H -1.29756 -0.04668 -2.40115
H -0.74570 0.42216 -5.47868
H 1.00881 1.05072 -5.40690
H -0.37973 1.72497 -4.15271
H 1.86752 -0.62963 -2.48735
H 2.33725 0.35298 -3.56644
H 2.56770 1.50310 -1.80199
H 1.11590 2.21658 -2.54171
H 0.88210 0.61916 -0.29326
H -1.44008 3.63473 1.07665
H -2.93693 2.89670 2.92699
H -3.20331 0.64278 3.64701
H -2.96950 -1.70016 2.99896
H -0.19599 -1.78300 4.19705
H 2.08869 -0.72172 4.75522
H 1.21606 -2.04074 0.16896
H -1.02461 -0.71932 -0.02810

List of Mulliken charges in e, atom by atom:
1. C -1.0241
2. N -0.2019
3. C -0.8776
4. C -2.4384
5. C 0.1806
6. N 0.1065
7. C 0.2041
8. O -0.6040
9. C 0.4786
10. C -1.1899
11. C -0.8392
12. C -0.7800
13. C 0.0604
14. N 0.0010
15. S 0.9849
16. O -0.7576
17. O -0.7544
18. C 0.1269
19. C -0.1275
20. C -1.4055
21. C 0.8930
22. Cl -0.2669
23. C -0.2940
24. Cl -0.1054
25. C -0.6571
26. C 0.1486
27. H 0.0640
28. H 0.7212
29. H 0.2972
30. H 0.4776
31. H 0.1871
32. H 0.2652
33. H 0.5803
34. H 1.0522
35. H 0.3172
36. H 0.3324
37. H 0.2163
38. H 0.4720
39. H 0.5254
40. H 0.1550
41. H 0.3845
42. H 0.2054
43. H 0.8348
44. H 0.9031
45. H 1.1480

***

# 3
Computed, not measured: C17H19Cl2N5O6S5Ti as an isolated structure, with the ωB97M-V functional and the def2-TZVPD basis.

As for the energy: -140017.740 eV. Its gap between HOMO and LUMO (alpha / beta) is 5.12 / 5.21 eV. For the lowest unoccupied orbital energy (alpha / beta), the calculation gives 1.68 / 1.67 eV. For the energy above the lowest of the compared OMol25 structures with the same formula, charge and spin, the calculation gives 2.0381 eV. The total charge is -1. The multiplicity is 2.

Atoms and positions in Å:
Ti -0.90178 -0.34132 -0.61375
O -4.70966 -1.41140 -0.51831
C -3.62412 -0.90549 -0.29979
O -2.46368 -1.45725 -0.49992
C -3.46417 0.44814 0.34148
C -4.43245 1.25112 0.89029
C -4.03109 2.38304 1.60425
C -2.67818 2.64068 1.76686
C -1.75771 1.81339 1.14913
N -2.15665 0.75060 0.42575
C -0.27975 1.82055 1.21970
O 0.36908 2.62196 1.90742
O 0.23251 0.85721 0.53846
H -5.47508 0.99020 0.77311
H -4.77022 3.03344 2.05193
H -2.32721 3.47338 2.36121
S 0.11984 5.49378 -5.31305
C -0.00250 4.13000 -4.39204
S 1.35588 3.36620 -3.64626
C 0.51578 2.00570 -2.91148
C -0.82415 1.99425 -3.09161
S -1.93419 0.76973 -2.54467
S -1.48484 3.31472 -4.04518
S 1.41863 0.76373 -2.12410
N -0.14465 -1.82086 1.09638
C 1.20654 -1.89567 0.51175
C 2.22496 -2.77100 1.23782
C 3.02601 -2.04952 2.32706
C 4.17395 -1.16276 1.81984
N 3.82371 -0.01753 0.99372
C 3.26297 1.09573 1.47154
N 3.03235 1.23709 2.78781
N 3.03251 2.12403 0.66559
C 1.00749 -2.33390 -0.97424
O 1.74848 -3.15960 -1.47579
O 0.03718 -1.70624 -1.52550
H -0.10950 -1.56539 2.07466
H -0.62948 -2.70596 1.00029
H 1.56890 -0.87179 0.46300
H 2.89517 -3.17078 0.47346
H 1.69607 -3.61708 1.68419
H 3.49195 -2.79982 2.97067
H 2.34259 -1.46130 2.95104
H 4.85212 -1.78171 1.23381
H 4.73658 -0.78790 2.68025
H 3.85971 -0.10755 -0.01190
H 3.14971 0.43448 3.37962
H 2.22627 1.84301 2.96452
H 2.72931 1.91604 -0.30864
H 2.47331 2.85306 1.08850
Cl -4.27877 -4.58868 -3.87578
C -3.77379 -2.98684 -3.28842
Cl -2.02394 -2.87905 -3.08989
H -4.24909 -2.81588 -2.33166
H -4.08292 -2.25297 -4.02309

List of Mulliken charges in e, atom by atom:
1. Ti -0.0517
2. O -0.7949
3. C 0.2337
4. O -0.3203
5. C 0.3573
6. C -0.6911
7. C -0.3435
8. C -0.7433
9. C -0.1048
10. N 0.5051
11. C 0.4214
12. O -0.9009
13. O 0.3384
14. H 0.5321
15. H 0.4391
16. H 0.5062
17. S -0.3397
18. C 0.1180
19. S -0.1366
20. C 0.2505
21. C -0.0525
22. S -0.4825
23. S -0.1119
24. S -0.4882
25. N -0.4333
26. C 1.2764
27. C -1.1662
28. C -0.2757
29. C -1.3089
30. N -0.0189
31. C 0.5456
32. N -0.4834
33. N -0.2728
34. C 0.2730
35. O -0.7661
36. O -0.1302
37. H 0.2283
38. H 0.3572
39. H -0.5631
40. H 0.4498
41. H 0.3224
42. H 0.4318
43. H 0.2118
44. H 0.5210
45. H 0.3691
46. H 0.3315
47. H 0.2768
48. H 0.3010
49. H 0.0206
50. H 0.3392
51. Cl -0.2361
52. C -0.0225
53. Cl -0.0394
54. H 0.0306
55. H 0.2906

***

# 4
Computed, not measured: one molecule with the formula C17H19Cl3N4OS, with the ωB97M-V functional and the def2-TZVPD basis.

As for the energy: -74349.692 eV. Its gap between HOMO and LUMO is 8.10 eV. For the lowest unoccupied orbital energy, the calculation gives 0.16 eV. The structure (SMILES) is CC(C)CC(=O)N[C@@H](NC(=S)Nc1cccc2cccnc12)C(Cl)(Cl)Cl. The total charge is 0.

Atoms and positions in Å:
C 0.48191 -4.44110 -1.83390
C 0.17275 -3.02033 -1.36853
C 1.34467 -2.44729 -0.57723
C -1.10747 -3.01708 -0.51199
C -1.55989 -1.60766 -0.23377
O -1.40864 -1.01863 0.81264
N -2.16039 -1.00094 -1.30132
C -2.57714 0.37504 -1.22812
N -1.70578 1.25800 -1.94349
C -0.72493 2.06039 -1.41856
S -0.12957 3.24061 -2.40464
N -0.30471 1.77956 -0.16963
C 0.60513 2.49285 0.60605
C 0.81332 3.85006 0.53688
C 1.72074 4.47273 1.40421
C 2.41035 3.76004 2.34603
C 2.21598 2.36920 2.45698
C 2.87587 1.55758 3.40335
C 2.62314 0.21264 3.42988
C 1.71532 -0.32090 2.49958
N 1.08976 0.39671 1.60869
C 1.31091 1.72403 1.57532
C -4.01295 0.51315 -1.76441
Cl -4.06067 0.05303 -3.48454
Cl -4.56098 2.19207 -1.60191
Cl -5.09798 -0.55826 -0.85941
H 0.62652 -5.09722 -0.97867
H 1.39059 -4.45158 -2.43067
H -0.32962 -4.83922 -2.43923
H 0.00654 -2.39325 -2.25242
H 1.58624 -3.10043 0.25852
H 2.22478 -2.36396 -1.21046
H 1.10881 -1.46233 -0.18209
H -0.90701 -3.50874 0.44012
H -1.90179 -3.55671 -1.03071
H -2.22823 -1.47219 -2.18983
H -2.57543 0.63583 -0.15862
H -1.91654 1.45263 -2.91308
H -0.47586 0.85421 0.23176
H 0.28005 4.44533 -0.18472
H 1.86385 5.53950 1.32015
H 3.10661 4.24622 3.01363
H 3.57071 2.01274 4.09568
H 3.10697 -0.43659 4.14325
H 1.49405 -1.37972 2.48923

List of Mulliken charges in e, atom by atom:
1. C -1.7030
2. C 0.7985
3. C -0.9713
4. C -1.2335
5. C 0.5696
6. O -0.6376
7. N 0.0631
8. C -1.0793
9. N -0.1299
10. C 0.1031
11. S -0.4396
12. N -0.0767
13. C 0.0592
14. C -0.4683
15. C -0.8206
16. C -0.8619
17. C 0.8163
18. C -0.6173
19. C -0.9624
20. C -0.0332
21. N -0.0958
22. C 0.3959
23. C 0.6162
24. Cl -0.1592
25. Cl -0.1217
26. Cl -0.1312
27. H 0.3594
28. H 0.4012
29. H 0.4147
30. H 0.2433
31. H 0.3025
32. H 0.4417
33. H -0.0343
34. H 0.4146
35. H 0.4070
36. H 0.3491
37. H 0.7857
38. H 0.3195
39. H 0.2762
40. H 0.3869
41. H 0.3868
42. H 0.3916
43. H 0.4183
44. H 0.3760
45. H 0.4804

***

# 5
Computed, not measured: a 5-piece molecular cluster, C17H19Cl4N3 overall, with the ωB97M-V functional and the def2-TZVPD basis.

As for the energy: -72496.463 eV. Its gap between HOMO and LUMO is 9.86 eV. For the lowest unoccupied orbital energy, the calculation gives 0.68 eV. The structure (SMILES) is c1ccncc1.c1ccncc1.c1ccncc1.ClCCl.ClCCl. For the energy above the lowest of the compared OMol25 structures with the same formula, charge and spin, the calculation gives 0.1545 eV. The total charge is 0.

Atoms and positions in Å:
C 24.02827 3.70403 -21.05280
C 23.21309 3.54351 -19.94963
C 21.84971 3.61789 -20.14037
N 21.24348 3.75563 -21.32709
C 22.05657 3.95076 -22.36959
C 23.44897 3.95252 -22.29319
H 25.10578 3.60859 -20.99516
H 23.59582 3.38560 -18.95106
H 21.16510 3.53583 -19.30171
H 21.60167 4.08478 -23.34456
H 24.09657 4.08524 -23.14634
C 21.03493 -1.83309 -26.60722
C 21.03126 -3.01879 -25.88414
C 20.15365 -3.14041 -24.81380
N 19.28765 -2.19237 -24.46064
C 19.32579 -1.04590 -25.12994
C 20.17237 -0.83047 -26.20945
H 21.71578 -1.74032 -27.44407
H 21.72602 -3.83252 -26.04762
H 20.16731 -4.05145 -24.22935
H 18.65171 -0.24312 -24.86746
H 20.21114 0.11341 -26.73997
C 17.70111 -5.76404 -20.08873
C 17.80668 -4.38071 -20.23672
C 18.68579 -3.87906 -21.17925
N 19.43061 -4.67408 -21.96687
C 19.36073 -5.97714 -21.77756
C 18.49980 -6.57836 -20.86872
H 16.94596 -6.16985 -19.42804
H 17.23984 -3.72758 -19.58711
H 18.82980 -2.81856 -21.33704
H 20.01991 -6.59974 -22.37672
H 18.41363 -7.65142 -20.75907
Cl 15.43504 4.13621 -20.29146
C 16.22117 5.06691 -21.56760
Cl 15.77659 4.49144 -23.17620
H 15.90676 6.09701 -21.44471
H 17.29774 4.99525 -21.45721
Cl 18.78377 2.22620 -23.66878
C 18.58545 1.73499 -21.97351
Cl 18.27606 0.00952 -21.86708
H 19.50309 2.03124 -21.47683
H 17.75070 2.26710 -21.52736

List of Mulliken charges in e, atom by atom:
1. C -0.1284
2. C -0.5316
3. C -0.1182
4. N -0.3022
5. C -0.1728
6. C -0.4868
7. H 0.3585
8. H 0.3542
9. H 0.3431
10. H 0.3282
11. H 0.3574
12. C -0.2628
13. C -0.5362
14. C 0.1193
15. N -0.3312
16. C -0.3145
17. C -0.4525
18. H 0.3750
19. H 0.3677
20. H 0.2291
21. H 0.4619
22. H 0.3474
23. C -0.1975
24. C -0.4519
25. C 0.0220
26. N -0.3093
27. C -0.1431
28. C -0.4666
29. H 0.3683
30. H 0.3509
31. H 0.1470
32. H 0.3461
33. H 0.3414
34. Cl -0.1565
35. C -0.1728
36. Cl -0.1281
37. H 0.3042
38. H 0.1488
39. Cl -0.1820
40. C 0.5106
41. Cl -0.1570
42. H -0.1617
43. H -0.0174

***

# 6
Computed, not measured: C17H19CuNO4P2 as an isolated structure, with the ωB97M-V functional and the def2-TZVPD basis.

As for the energy: -90838.967 eV. Its gap between HOMO and LUMO is 6.99 eV. For the lowest unoccupied orbital energy, the calculation gives 2.11 eV. For the energy above the lowest of the compared OMol25 structures with the same formula, charge and spin, the calculation gives 0.0595 eV. The total charge is -1.

Atoms and positions in Å:
Cu 1.27457 -1.02674 -0.45709
O 2.50238 4.21987 4.04391
C 3.18121 3.18070 3.92742
O 4.14004 2.75716 4.59405
C 2.73740 2.25333 2.75850
C 1.66166 2.61997 1.95391
C 1.26090 1.77659 0.93936
N 1.86354 0.61023 0.69150
C 2.91190 0.24802 1.44685
C 3.37252 1.05026 2.48205
C 3.56308 -1.11020 1.11123
O 4.56092 -1.43530 1.74236
O 2.99430 -1.78334 0.17612
H 1.16378 3.55965 2.15237
H 0.42113 2.02918 0.29599
H 4.21561 0.73271 3.07811
C -1.55875 -3.15754 0.82820
P -0.70962 -1.54976 0.59162
C -0.98461 -0.76547 2.21997
C -1.93716 -0.68153 -0.47415
C -3.25223 -0.47909 -0.05481
C -4.16886 0.16762 -0.86371
C -3.78033 0.61953 -2.11779
C -2.48036 0.41788 -2.54702
C -1.54688 -0.22949 -1.73619
P 0.18224 -0.52387 -2.29750
C 0.57371 1.00527 -3.21994
C -0.11528 -1.70141 -3.67026
H -2.57985 -3.04912 1.19777
H -0.98355 -3.74663 1.54344
H -1.57804 -3.69979 -0.11804
H -2.02170 -0.81418 2.55562
H -0.66362 0.27550 2.17326
H -0.35260 -1.27223 2.95071
H -3.56388 -0.82650 0.92324
H -5.18224 0.32436 -0.51631
H -4.48831 1.13013 -2.75834
H -2.19159 0.77487 -3.52854
H 0.58496 1.84746 -2.52772
H -0.11621 1.21319 -4.03916
H 1.58074 0.89881 -3.62506
H -0.86103 -1.33237 -4.37729
H -0.45420 -2.64973 -3.25347
H 0.82431 -1.87801 -4.19515

List of Mulliken charges in e, atom by atom:
1. Cu -0.6443
2. O -0.7426
3. C 0.4750
4. O -0.7157
5. C 0.1840
6. C -0.7566
7. C -0.1676
8. N -0.2532
9. C 0.3565
10. C -0.4140
11. C 0.7079
12. O -0.7140
13. O -0.6733
14. H 0.4612
15. H 0.4403
16. H 0.5774
17. C -1.2774
18. P 0.9525
19. C -1.3855
20. C 0.0631
21. C -0.3542
22. C -0.8131
23. C -0.7609
24. C -0.4436
25. C 0.3281
26. P 1.1646
27. C -1.3912
28. C -1.3264
29. H 0.3909
30. H 0.4300
31. H 0.3568
32. H 0.4682
33. H 0.3425
34. H 0.4121
35. H 0.2654
36. H 0.3800
37. H 0.3778
38. H 0.2542
39. H 0.3540
40. H 0.4486
41. H 0.4314
42. H 0.4049
43. H 0.3792
44. H 0.4269